Record 1
7
Properties=species:S:1:pos:R:3:mulliken_charge:R:1 method="wB97M-V/def2-TZVPD" homo_energy_ev=-10.69
H 0.65875 -0.11805 1.30279 0.3267
H 0.00621 -1.47332 -0.03179 0.4079
C -0.45933 0.53501 -0.34330 0.5170
Cl 2.37989 -0.01697 -0.36271 -0.2000
Br -2.53998 -0.17818 -0.31865 -0.2678
C 0.35292 -0.44925 0.31156 -0.4646
O -0.39845 1.70076 -0.55791 -0.3192



Record 2
9
Properties=species:S:1:pos:R:3:mulliken_charge:R:1 method="wB97M-V/def2-TZVPD" homo_energy_ev=-10.45
H -2.22168 0.39744 0.72385 0.2339
H -1.07806 -0.83221 1.16903 0.2300
C 1.03153 -0.28011 -0.30106 0.5428
Br 2.47934 0.98695 -0.12717 -0.0949
N -1.31043 -0.02356 0.61675 -0.3168
O -0.66095 1.40830 -1.03392 -0.5111
F 1.15537 -0.96178 -1.44633 -0.2043
F 1.09512 -1.18561 0.69299 -0.2419
C -0.49023 0.49058 -0.29415 0.3623



Record 3
9
Properties=species:S:1:pos:R:3:mulliken_charge:R:1 method="wB97M-V/def2-TZVPD" homo_energy_ev=-10.11
F 1.20421 1.32142 -0.86801 -0.2393
H 0.11664 -1.56726 0.40827 0.2458
F 1.88527 -0.45072 -0.03255 -0.2495
Br -0.85021 -0.51864 -1.96088 -0.0826
C 0.88546 0.41679 0.05132 0.7666
O -1.46041 0.24080 0.66025 -0.4408
H -2.35776 -0.31051 0.66415 0.4024
F 1.07578 1.06031 1.17741 -0.2560
C -0.49898 -0.19220 -0.09997 -0.1467